1.
Molecular formula: C44H82BBr2Cl42NO7P
Method: DFT, ωB97M-V/def2-TZVPD

Calculated values
molar mass: 2427.8 g mol⁻¹
energy above the lowest of the compared OMol25 structures with the same formula, charge and spin: 28.4 kcal per mole
total charge: -1
calculated total energy: -738774.970 eV

The geometry in XYZ format:
```
180
C44H82BBr2Cl42NO7P, DFT ωB97M-V/def2-TZVPD
C -0.7120 -2.1611 5.9926
C -1.9175 -1.2139 5.6849
C -2.0338 -0.9078 4.1579
O -0.8025 -0.5284 3.5654
C -0.3779 0.7754 3.9454
C -0.7033 1.9040 2.9227
C -1.7913 2.8596 3.4795
O -2.8064 2.2023 4.2532
C -4.1108 2.6514 3.9368
O 0.4726 2.7543 2.9516
B 0.4218 3.6216 1.7570
C -0.0352 5.1786 1.9130
P 2.3155 3.8024 1.1337
N 2.4047 3.9097 -0.4456
O 3.2478 2.5498 1.7046
O 2.9509 5.2345 1.7247
O -0.3314 2.7766 0.8257
C -0.7843 1.5091 1.3722
C 0.3181 0.5009 0.8779
O -0.1015 -0.3026 -0.2316
C 0.3430 -1.6048 -0.1761
C 0.1769 -2.4785 0.9101
C 0.6137 -3.8306 0.9139
C 0.3947 -4.7089 2.1640
C 1.2306 -4.3342 -0.2467
C 1.4211 -3.4560 -1.3324
C 0.9913 -2.1103 -1.3357
C 1.2420 -1.2868 -2.6014
C 2.5727 -0.4484 -2.4601
C 0.0447 -0.4340 -3.0833
C -2.1863 1.4374 0.7304
Br -3.0591 -0.3353 1.0309
C -2.1368 1.8848 -0.8146
C -2.7811 3.2700 -1.0392
Br -3.1678 0.5515 -1.9215
H -0.2075 -2.4175 5.0495
H -0.0498 -1.6465 6.7041
H -1.1019 -3.0845 6.4541
H -2.8743 -1.6903 5.9698
H -1.8676 -0.2564 6.2358
H -2.3042 -1.8801 3.6927
H -2.8737 -0.2303 3.9312
H 0.7200 0.7320 4.0140
H -0.7128 1.0665 4.9578
H -1.3041 3.6122 4.1288
H -2.2998 3.4512 2.6904
H -4.4052 2.3135 2.9215
H -4.2140 3.7420 4.0773
H -4.7962 2.1327 4.6337
H -1.1232 5.2127 2.1512
H 0.4710 5.5997 2.8025
H 0.1607 5.7743 1.0067
H 1.4580 3.8377 -0.8150
H 3.3803 1.9483 0.9556
H 3.6170 5.0645 2.4071
H 1.1400 1.1401 0.5034
H 0.7349 -0.0695 1.7219
H -0.3307 -2.1158 1.8117
H 1.3548 -5.0845 2.5598
H -0.0162 -4.0413 2.9452
H -0.3306 -5.5189 1.9839
H 1.5491 -5.3842 -0.2893
H 1.8998 -3.8357 -2.2428
H 1.4470 -2.0177 -3.4092
H 2.4148 0.6223 -2.6722
H 2.9526 -0.6539 -1.4480
H 3.3240 -0.8658 -3.1554
H 0.0956 0.5451 -2.5706
H 0.1291 -0.2067 -4.1641
H -0.9317 -0.8897 -2.8770
H -2.8786 2.1503 1.2051
H -1.1128 1.8055 -1.2000
H -3.8522 3.1769 -0.7960
H -2.6771 3.5427 -2.1080
H -2.2429 4.0258 -0.4462
C -1.6994 6.0834 -4.1362
Cl -1.1705 4.4912 -3.5799
Cl -3.4633 6.2150 -4.1790
H -1.3108 6.8347 -3.4571
H -1.3125 6.2507 -5.1357
C -6.9840 -0.3411 -0.1877
Cl -5.1927 -0.1942 -0.1706
Cl -7.5060 -1.9311 0.4012
H -7.4047 0.4254 0.4558
H -7.3501 -0.2086 -1.2038
C 3.3201 -0.4040 2.7718
Cl 3.8286 -0.5781 1.0819
Cl 2.3978 -1.8122 3.2969
H 4.2038 -0.3008 3.3921
H 2.6966 0.4813 2.8670
C 4.5776 2.6958 -4.1798
Cl 5.2366 1.1529 -3.6166
Cl 2.8151 2.6785 -4.1497
H 4.9355 3.4872 -3.5293
H 4.9112 2.8714 -5.1977
C 3.4999 -8.0595 -0.3037
Cl 4.2575 -6.5557 0.2150
Cl 1.7856 -8.0994 0.1342
H 3.5865 -8.1454 -1.3816
H 4.0053 -8.8904 0.1767
C 1.1510 -6.4194 5.3658
Cl 2.5299 -7.5174 5.5209
Cl 1.6700 -4.7289 5.3910
H 0.6530 -6.6159 4.4203
H 0.4552 -6.5929 6.1938
C -10.6645 0.9729 1.0445
Cl -9.9497 1.9969 -0.2119
Cl -9.8100 1.1466 2.5789
H -11.7005 1.2630 1.1842
H -10.6064 -0.0625 0.7242
C -12.0885 4.6049 0.9819
Cl -11.5776 6.0358 1.8834
Cl -13.1756 3.5890 1.9422
H -12.6093 4.9233 0.0852
H -11.2110 4.0237 0.7171
C -0.5872 -8.9899 7.9818
Cl -0.9389 -8.2742 6.4034
Cl 1.0841 -8.7063 8.4794
H -1.2493 -8.5465 8.7193
H -0.7566 -10.0567 7.9236
C 1.5891 2.6305 6.9620
Cl 1.9973 2.4826 5.2545
Cl 0.7240 1.1983 7.5512
H 2.5018 2.7459 7.5377
H 0.9540 3.5002 7.0953
C 4.5655 -0.9553 -6.7900
Cl 3.2940 -2.1606 -6.5586
Cl 4.4011 -0.1293 -8.3468
H 4.5020 -0.2204 -5.9939
H 5.5276 -1.4526 -6.7593
C 8.7438 -0.1003 -4.3396
Cl 10.1670 0.9337 -4.5194
Cl 7.8944 -0.3039 -5.8770
H 9.0600 -1.0747 -3.9837
H 8.0651 0.3552 -3.6256
C -0.3918 -6.0743 11.1526
Cl -1.7375 -7.2061 11.3654
Cl -0.4643 -5.2678 9.5870
H -0.4381 -5.3243 11.9354
H 0.5408 -6.6250 11.2191
C -5.1731 1.7910 -4.8604
Cl -3.7018 2.7459 -4.9986
Cl -6.0020 1.6384 -6.4235
H -4.9148 0.8001 -4.5022
H -5.8412 2.2765 -4.1569
C -2.5374 -12.3999 6.5301
Cl -1.8477 -11.3305 5.2987
Cl -1.6517 -12.3301 8.0591
H -3.5658 -12.1060 6.7101
H -2.5028 -13.4194 6.1619
C -8.0760 4.5431 -7.4149
Cl -7.3217 6.0320 -6.8318
Cl -9.8002 4.4927 -7.0210
H -7.9615 4.4910 -8.4922
H -7.5854 3.6974 -6.9467
C 9.3427 1.9202 -8.2141
Cl 10.5807 1.5550 -9.4254
Cl 8.1812 3.1076 -8.8208
H 8.8146 1.0067 -7.9661
H 9.8246 2.3201 -7.3286
C -0.1302 -0.3920 10.8926
Cl 0.4425 -1.9739 11.4382
Cl -1.8942 -0.2940 10.9263
H 0.2757 0.3714 11.5473
H 0.2102 -0.2293 9.8769
C -8.6611 -0.7579 -8.0393
Cl -8.7011 0.6588 -9.0961
Cl -10.2900 -1.3282 -7.6564
H -8.1206 -1.5528 -8.5415
H -8.1567 -0.4902 -7.1167
C 11.5247 5.1901 -10.3867
Cl 11.0989 5.9120 -11.9451
Cl 13.1867 5.5813 -9.9294
H 10.8513 5.5731 -9.6276
H 11.4247 4.1123 -10.4604
C 13.9075 6.5096 -14.6927
Cl 15.3363 5.4810 -14.5317
Cl 14.3417 8.2233 -14.6834
H 13.4130 6.2783 -15.6300
H 13.2382 6.3122 -13.8612
```



2.
Molecular formula: C44H82F2O17S4
Method: DFT, ωB97M-V/def2-TZVPD

Calculated values
molar mass: 1049.4 g mol⁻¹
total charge: 0
calculated total energy: -130533.418 eV
structure (SMILES): CCOS(C)(=O)=O.CCOS(C)(=O)=O.CCOS(C)(=O)=O.CCOS(C)(=O)=O.Fc1ccccc1.Fc1ccccc1.C1CCOC1.C1CCOC1.C1CCOC1.C1CCOC1.C1CCOC1

The geometry in XYZ format:
```
149
C44H82F2O17S4, DFT ωB97M-V/def2-TZVPD
C -2.1465 4.1146 -2.0971
C -1.5692 5.3826 -1.6341
C -2.7484 6.3225 -1.9914
O -3.1082 5.8679 -3.3113
C -3.1181 4.4529 -3.2489
H -2.7502 3.6072 -1.3446
H -1.3486 3.4163 -2.3496
H -0.6976 5.6686 -2.2229
H -1.3703 5.4464 -0.5643
H -2.3855 7.3492 -2.0388
H -3.6193 6.3052 -1.3361
H -2.6936 4.1033 -4.1899
H -4.1018 4.0228 -3.0605
C -1.1361 -1.1471 5.5632
C -2.1618 -0.2204 4.8572
C -2.0517 0.9436 5.8047
O -2.2203 0.3325 7.1118
C -1.5325 -0.8980 7.0436
H -0.1483 -0.7830 5.2809
H -1.3067 -2.1912 5.3008
H -3.1966 -0.5619 4.8353
H -1.9675 0.1458 3.8491
H -2.8459 1.6635 5.6068
H -1.0697 1.3939 5.6599
H -2.2226 -1.6523 7.4214
H -0.6343 -0.8246 7.6568
C -2.8320 3.4287 2.0119
C -2.0636 4.4437 2.8372
C -3.2091 5.3406 3.3018
O -4.2320 4.4146 3.5559
C -4.1101 3.1657 2.7849
H -2.2816 2.5395 1.7045
H -3.0670 3.8747 1.0455
H -1.3663 5.0445 2.2534
H -1.4791 4.0075 3.6472
H -3.4959 6.1506 2.6311
H -2.8670 5.8836 4.1828
H -5.0286 3.0625 2.2071
H -3.9154 2.3655 3.4989
C 1.8234 -3.0459 -2.7676
C 1.6217 -4.0248 -3.9147
C 0.6947 -5.1389 -3.4522
O 0.8209 -5.0288 -2.0376
C 1.2009 -3.7430 -1.5892
H 1.3018 -2.1475 -3.0976
H 2.8921 -2.9127 -2.5992
H 2.6042 -4.4299 -4.1568
H 1.1690 -3.5455 -4.7827
H 0.8188 -6.1306 -3.8873
H -0.3352 -4.8608 -3.6760
H 1.9371 -3.8351 -0.7907
H 0.4577 -3.0279 -1.2365
C 3.6321 -3.6605 2.0545
C 3.4479 -3.4708 3.5407
C 3.4626 -4.8828 4.0562
O 4.2006 -5.7039 3.1559
C 4.5545 -4.8989 2.0351
H 4.1537 -2.8592 1.5310
H 2.6347 -3.7867 1.6333
H 2.5043 -2.9762 3.7711
H 4.2851 -2.9270 3.9783
H 2.4162 -5.1767 3.9741
H 3.8298 -4.9694 5.0789
H 4.5160 -5.5405 1.1548
H 5.6126 -4.6554 2.1310
O 6.1307 -1.2567 -6.8231
S 5.5165 -0.4104 -5.8067
O 4.1099 0.0104 -5.9577
O 5.7429 -1.0892 -4.3112
C 5.0835 -0.5411 -3.2414
C 5.8046 -1.2498 -2.0648
C 6.5704 1.0766 -5.5954
H 4.0015 -0.6675 -3.2046
H 5.3226 0.5217 -3.2031
H 5.3712 -2.2307 -1.8695
H 5.6498 -0.7108 -1.1301
H 6.8863 -1.1300 -2.1242
H 7.5661 0.7219 -5.3293
H 6.0844 1.6717 -4.8222
H 6.6897 1.6489 -6.5153
O -7.6730 4.2200 -0.2790
S -6.3737 4.7366 -0.7009
O -5.6167 5.6615 0.1339
O -5.3204 3.4657 -0.9403
C -5.8852 2.1752 -1.0472
C -4.9796 1.4709 -1.9776
C -6.5223 5.3818 -2.4597
H -6.8887 2.2454 -1.4668
H -5.8970 1.6745 -0.0791
H -5.0352 0.3872 -1.8746
H -3.9194 1.6767 -1.8308
H -5.1407 1.6711 -3.0369
H -7.3318 6.1117 -2.4645
H -6.8300 4.5116 -3.0395
H -5.5522 5.8493 -2.6285
O 5.2081 -0.2876 1.8962
S 4.8954 0.8061 2.8345
O 5.3220 2.1915 2.6612
O 3.2750 0.6551 3.1408
C 2.5412 1.8269 3.3804
C 1.6784 1.5822 4.6162
C 5.3969 0.1290 4.5539
H 1.8785 1.9233 2.5204
H 3.1194 2.7493 3.4350
H 1.0487 2.4477 4.8221
H 2.3326 1.2348 5.4158
H 1.0373 0.7138 4.4644
H 5.1050 0.7975 5.3639
H 6.4628 -0.0928 4.6051
H 4.8512 -0.8143 4.5748
O -1.7161 1.4078 -3.7702
S -2.3746 0.9494 -4.9670
O -3.2002 1.8687 -5.8117
O -1.2095 0.4441 -5.9680
C -0.2881 -0.5618 -5.4001
C 1.1415 -0.4587 -5.9205
C -3.3209 -0.7101 -4.7315
H -0.7924 -1.4823 -5.6943
H -0.2359 -0.5568 -4.3114
H 1.1885 -0.5658 -7.0042
H 1.8366 -1.2011 -5.5284
H 1.6150 0.4748 -5.6163
H -2.6766 -1.4049 -4.1927
H -3.7048 -1.1071 -5.6712
H -4.0989 -0.4527 -4.0127
F 2.4114 0.1834 -1.6426
C 1.4756 0.1581 -0.6961
C 0.3047 0.8517 -0.9455
C -0.7105 0.9189 0.0334
C -0.5099 0.2031 1.1784
C 0.6602 -0.5151 1.4476
C 1.5961 -0.5558 0.4798
H 0.2002 1.4495 -1.8389
H -1.5845 1.5188 -0.1729
H -1.3725 0.1009 1.8201
H 0.6087 -1.1532 2.3174
H 2.4299 -1.2084 0.6927
F -1.8377 -3.7765 3.1635
C -1.3848 -4.8311 2.4499
C -2.2626 -5.8888 2.1040
C -1.8056 -7.0263 1.5134
C -0.5095 -6.9799 1.0154
C 0.3488 -5.8751 1.2160
C -0.0941 -4.7546 1.9569
H -3.2580 -5.9105 2.5224
H -2.4273 -7.8905 1.3316
H -0.2046 -7.8996 0.5385
H 1.3706 -5.9067 0.8677
H 0.5167 -3.9255 2.2824
```



3.
Molecular formula: C44H83BBrClN6O12S
Method: DFT, ωB97M-V/def2-TZVPD

Calculated values
molar mass: 1046.4 g mol⁻¹
energy above the lowest of the compared OMol25 structures with the same formula, charge and spin: 0.0 kcal per mole
total charge: 0
calculated total energy: -174557.572 eV
structure (SMILES): CCCCCN1c2ccc(B(N)O)c(O)c2Sc2cc(CCOC=O)c(Cl)c(Br)c21.COCCNCCOC.COCCNCCOC.COCCNCCOC.COCCNCCOC

The geometry in XYZ format:
```
149
C44H83BBrClN6O12S, DFT ωB97M-V/def2-TZVPD
C 6.1967 -0.7679 2.9524
C 5.0650 -1.0742 3.9408
C 3.7749 -1.5980 3.2745
C 2.6550 -0.5438 3.1216
C 1.2582 -0.9858 3.5297
N 0.9688 -0.9912 4.9928
C -0.4313 -1.2618 5.1574
C -0.8412 -2.5377 5.5285
C -2.1920 -2.8047 5.6565
C -3.1807 -1.8344 5.4413
B -4.6916 -2.1931 5.6552
N -5.1285 -3.5049 6.1869
O -5.6722 -1.2571 5.3887
C -2.7450 -0.5483 5.0703
O -3.6101 0.4634 4.7750
C -1.3850 -0.2679 4.9389
S -0.8619 1.3678 4.5033
C 0.6039 1.3980 5.4891
C 1.0032 2.5782 6.1018
C 2.1328 2.6195 6.9042
C 2.5412 3.9169 7.5456
C 3.8742 4.5139 7.0353
O 4.5593 3.6663 6.1128
C 4.2220 3.8066 4.8123
O 4.0536 4.8511 4.2500
C 2.8277 1.4270 7.1252
Cl 4.1690 1.4427 8.2104
C 2.4211 0.2431 6.5196
Br 3.3266 -1.3646 6.8937
C 1.3251 0.2212 5.6534
H 5.8180 -0.4327 1.9883
H 6.8358 0.0057 3.3706
H 6.8366 -1.6427 2.8425
H 5.3831 -1.7826 4.7055
H 4.8141 -0.1600 4.4865
H 3.3837 -2.4852 3.7762
H 4.0494 -1.9261 2.2684
H 2.5640 -0.3288 2.0538
H 2.9529 0.3975 3.5886
H 1.1276 -2.0205 3.2025
H 0.5303 -0.3904 2.9732
H -0.0828 -3.2924 5.6843
H -2.4939 -3.8052 5.9392
H -4.9326 -4.2528 5.5292
H -4.5735 -3.7227 7.0105
H -6.2697 -1.2205 6.1458
H -4.2804 0.5390 5.4615
H 0.4124 3.4700 5.9357
H 1.7556 4.6538 7.3820
H 2.5845 3.7514 8.6236
H 3.7046 5.4960 6.5984
H 4.5497 4.6652 7.8743
H 4.1267 2.8392 4.3008
C -8.0333 -1.4321 2.0401
O -8.1316 -0.2007 2.7214
C -6.8862 0.4361 2.9869
C -6.6767 1.6528 2.1116
N -6.4509 1.2833 0.7214
C -6.4938 2.3857 -0.2371
C -7.7681 3.2147 -0.3473
O -8.8715 2.5325 -0.9149
C -9.5906 1.6937 -0.0337
H -9.0017 -1.9247 2.1167
H -7.7976 -1.3058 0.9765
H -7.2757 -2.0780 2.4942
H -6.0571 -0.2684 2.8917
H -6.9183 0.7644 4.0277
H -5.8031 2.2004 2.4791
H -7.5559 2.3004 2.2357
H -7.1364 0.5916 0.4497
H -6.3048 1.9509 -1.2200
H -5.6590 3.0605 -0.0195
H -7.5532 4.0363 -1.0352
H -8.0557 3.6775 0.6054
H -9.6281 2.1051 0.9786
H -9.1720 0.6834 0.0037
H -10.6084 1.6148 -0.4160
C -6.9391 0.3262 -3.6306
O -5.6776 0.5928 -3.0498
C -5.0179 -0.5415 -2.5006
C -3.8415 -0.9761 -3.3474
N -4.2718 -1.5550 -4.6126
C -3.2110 -1.7608 -5.5930
C -2.3956 -0.5606 -6.0648
O -3.1053 0.3611 -6.8704
C -3.9188 1.2818 -6.1682
H -7.4408 1.2826 -3.7696
H -6.8542 -0.1615 -4.6082
H -7.5556 -0.2971 -2.9762
H -5.7223 -1.3653 -2.3479
H -4.6404 -0.2402 -1.5191
H -3.2686 -1.7258 -2.7926
H -3.1977 -0.0967 -3.4827
H -4.9835 -0.9653 -5.0221
H -3.6783 -2.2049 -6.4764
H -2.5166 -2.5079 -5.1934
H -1.5978 -0.9496 -6.7039
H -1.8983 -0.0385 -5.2383
H -3.4722 1.5741 -5.2144
H -4.9240 0.8878 -5.9934
H -4.0194 2.1691 -6.7931
C 13.0272 2.7533 4.3403
O 13.3228 1.8280 3.3153
C 13.8511 0.5857 3.7583
C 12.8463 -0.5382 3.6220
N 11.7548 -0.4026 4.5757
C 10.6175 -1.2886 4.3479
C 9.8734 -1.2117 3.0186
O 9.1230 -0.0289 2.8233
C 9.8666 1.0938 2.3874
H 12.8724 3.7217 3.8674
H 12.1165 2.4922 4.8910
H 13.8546 2.8393 5.0507
H 14.2167 0.6620 4.7870
H 14.7060 0.3585 3.1157
H 13.3577 -1.4888 3.8036
H 12.4996 -0.5391 2.5798
H 11.4279 0.5539 4.5723
H 9.8911 -1.0834 5.1382
H 10.9556 -2.3207 4.4901
H 9.1414 -2.0234 3.0209
H 10.5294 -1.3913 2.1577
H 10.6788 0.8085 1.7139
H 10.2738 1.6652 3.2261
H 9.1802 1.7478 1.8491
C -2.7868 -3.6395 -9.6210
O -3.6864 -2.6459 -10.0602
C -3.4078 -1.3319 -9.5839
C -2.8583 -0.4391 -10.6740
N -1.5084 -0.8282 -11.0594
C -0.9991 -0.1911 -12.2695
C -1.7572 -0.3794 -13.5793
O -1.7006 -1.6858 -14.1175
C -2.6027 -2.6175 -13.5546
H -3.2379 -4.6066 -9.8391
H -1.8205 -3.5897 -10.1363
H -2.6117 -3.5718 -8.5423
H -2.7348 -1.3588 -8.7258
H -4.3575 -0.9130 -9.2443
H -2.8383 0.5898 -10.3023
H -3.5632 -0.4798 -11.5157
H -1.4746 -1.8311 -11.1812
H 0.0150 -0.5676 -12.4251
H -0.9111 0.8837 -12.0776
H -1.2727 0.2599 -14.3215
H -2.7987 -0.0410 -13.5115
H -3.5520 -2.1491 -13.2809
H -2.1810 -3.1171 -12.6778
H -2.7950 -3.3809 -14.3084
```